Entry 1:
Formula: C3H9NO2
Source: OMol25
Level of theory: ωB97M-V/def2-TZVPD

Last column: natural (NBO) charge in e.
Cartesian coordinates (Å):
C1 0.76 1.62 1.54  -0.428
N1 0.58 0.19 1.52  -0.642
C2 0.08 -0.49 0.38  0.695
C3 -0.26 0.33 -0.83  -0.753
O1 -0.27 -1.64 0.52  -0.604
H1 1.71 2.03 1.22  0.185
H2 0.54 2.01 2.54  0.205
H3 -0.02 2.13 0.95  0.208
H4 1.36 -0.33 1.89  0.391
H5 -0.11 -0.27 -1.72  0.277
H6 -1.33 0.53 -0.80  0.244
H7 0.41 1.19 -0.94  0.217
O2 -0.93 -2.31 -2.40  -0.950
H8 -0.64 -2.79 -1.62  0.487
H9 -1.88 -2.20 -2.26  0.467

- relative energy (zero: lowest compared OMol25 entry of this formula, charge and spin) (kcal per mole) = 22.6
- lowest unoccupied orbital energy (eV) = 0.835
- structure (SMILES) = CNC(C)=O.O
- spin multiplicity = 1
- frontier orbital gap (eV) = 10.59

---

Entry 2:
Formula: C40H53N4O4PPtS2Se2
Source: OMol25
Level of theory: ωB97M-V/def2-TZVPD

Last column: Mulliken charge in e.
Cartesian coordinates (Å):
Pt1 -0.64 -1.40 -0.15  4.479
O1 3.05 0.80 0.57  -0.647
C1 2.56 -0.54 0.43  -0.200
C2 3.71 -1.54 0.35  1.558
C3 4.62 -1.25 -0.84  -0.801
O2 5.36 -0.05 -0.68  -0.663
C4 3.00 -2.88 0.18  -0.469
Se1 4.11 -4.41 0.75  -0.154
C5 4.48 -1.53 1.67  -1.379
Se2 5.74 -3.01 1.74  -0.177
H1 2.29 1.31 0.88  0.234
H2 1.93 -0.62 -0.47  -0.362
H3 1.93 -0.77 1.29  0.807
H4 3.99 -1.21 -1.73  -0.073
H5 5.34 -2.06 -0.97  0.509
H6 4.72 0.61 -0.39  0.455
H7 2.70 -3.06 -0.86  -0.064
H8 2.10 -2.93 0.79  0.523
H9 3.79 -1.62 2.51  0.457
H10 5.06 -0.61 1.77  0.513
S1 -1.56 -2.11 1.83  -0.554
C6 -1.59 -3.83 1.66  0.519
C7 -2.15 -4.63 2.66  -1.079
C8 -2.20 -6.02 2.56  0.660
C9 -2.81 -6.78 3.60  -0.103
N1 -3.30 -7.39 4.44  -0.632
C10 -1.64 -6.64 1.43  0.369
C11 -1.08 -5.85 0.43  -1.092
C12 -1.05 -4.46 0.51  0.319
S2 -0.36 -3.53 -0.79  -0.547
C13 -1.66 -8.06 1.28  -0.030
N2 -1.68 -9.21 1.14  -0.626
H11 -2.57 -4.15 3.53  0.456
H12 -0.65 -6.33 -0.45  0.469
C14 -1.44 -2.37 -4.55  -1.945
C15 -1.70 -0.92 -4.13  2.415
C16 -2.82 -0.99 -3.08  -1.621
C17 -2.22 -0.16 -5.36  -2.040
P1 -0.13 -0.23 -3.28  -0.559
N3 0.23 -0.80 -1.92  -1.480
C18 1.34 -0.62 -4.45  2.557
C19 1.77 -2.07 -4.16  -1.795
C20 1.13 -0.44 -5.95  -2.118
C21 2.54 0.25 -4.02  -1.892
C22 -0.33 1.67 -3.27  2.973
C23 -1.72 2.00 -2.69  -2.110
C24 0.67 2.22 -2.23  -2.005
C25 -0.16 2.43 -4.59  -2.098
H13 -2.40 -2.83 -4.82  0.643
H14 -1.02 -2.95 -3.72  0.140
H15 -0.78 -2.46 -5.42  0.296
H16 -3.67 -1.54 -3.52  0.574
H17 -3.18 -0.02 -2.76  0.275
H18 -2.48 -1.54 -2.20  0.135
H19 -3.06 -0.71 -5.79  0.533
H20 -1.47 -0.05 -6.14  0.220
H21 -2.59 0.84 -5.10  0.311
H22 1.08 -2.81 -4.56  0.348
H23 1.83 -2.21 -3.08  0.183
H24 2.75 -2.24 -4.62  0.545
H25 0.40 -1.15 -6.35  0.293
H26 2.08 -0.63 -6.47  0.540
H27 0.81 0.57 -6.22  0.268
H28 2.69 0.19 -2.94  -0.052
H29 2.42 1.29 -4.31  0.281
H30 3.44 -0.13 -4.52  0.678
H31 -1.90 1.42 -1.79  0.094
H32 -2.52 1.83 -3.41  0.307
H33 -1.74 3.06 -2.42  0.660
H34 0.54 1.69 -1.29  0.209
H35 0.46 3.28 -2.07  0.613
H36 1.70 2.12 -2.54  0.252
H37 -0.84 2.09 -5.37  0.261
H38 0.86 2.37 -4.96  0.342
H39 -0.37 3.50 -4.41  0.513
C26 -0.69 2.30 7.89  -1.605
C27 -0.30 3.29 6.82  1.211
C28 0.14 4.56 7.19  -0.800
C29 0.52 5.49 6.23  -0.662
C30 0.44 5.16 4.89  -0.662
C31 0.00 3.90 4.50  -0.801
N4 -0.08 3.60 3.11  -0.083
C32 -1.34 3.53 2.52  0.558
C33 -2.34 4.44 2.90  -0.614
C34 -3.58 4.44 2.30  -0.602
C35 -3.87 3.52 1.30  -1.096
C36 -2.90 2.60 0.93  -0.546
C37 -1.64 2.57 1.52  0.488
C38 -0.70 1.44 1.12  0.752
O3 0.41 1.34 1.68  -1.069
O4 -1.19 0.63 0.28  -1.794
C39 -0.37 2.95 5.46  1.192
C40 -0.84 1.59 5.02  -1.201
H40 -0.64 2.77 8.88  0.366
H41 -0.04 1.43 7.89  0.351
H42 -1.71 1.94 7.74  0.348
H43 0.20 4.81 8.24  0.303
H44 0.87 6.47 6.54  0.385
H45 0.73 5.86 4.12  0.483
H46 0.48 2.80 2.79  0.411
H47 -2.11 5.16 3.68  0.417
H48 -4.33 5.16 2.61  0.363
H49 -4.84 3.51 0.82  0.403
H50 -3.11 1.84 0.19  0.388
H51 -1.89 1.63 4.70  0.274
H52 -0.77 0.85 5.81  0.452
H53 -0.28 1.23 4.16  -0.031

- relative energy (zero: lowest compared OMol25 entry of this formula, charge and spin) (kcal per mole) = 0.0
- lowest unoccupied orbital energy (eV) = 3.801
- spin multiplicity = 1
- frontier orbital gap (eV) = 5.70
- net charge = -2

---

Among the records above, which one has the lowest relative energy (zero: lowest compared OMol25 entry of this formula, charge and spin)? C40H53N4O4PPtS2Se2

---

Look up the lowest unoccupied orbital energy of the first one. 0.835 eV

---

Look up the lowest unoccupied orbital energy of the second one. 3.801 eV